{"formula": "C2HN3O2", "method": "wB97M-V/def2-TZVPD", "orbital_gap_ev": 10.33, "de_lowest_kcal_mol": 100.38, "lumo_energy_ev": -0.95, "smiles": "O=Cc1nnon1", "symbols": ["O", "C", "C", "N", "N", "O", "N", "H"], "coordinates": [[0.92844, -1.66327, -1.27937], [-0.04682, -1.35785, -0.56994], [-0.04966, -0.06224, 0.16527], [1.03235, 0.78991, 0.11149], [0.74902, 1.88698, 0.53442], [-0.60670, 1.83955, 0.92569], [-1.01153, 0.58141, 0.70779], [-0.99510, -2.01449, -0.59535]]}

---

{"formula": "C35H61N6P2Ti", "method": "wB97M-V/def2-TZVPD", "orbital_gap_ev": [5.98, 6.73], "charge": 1, "multiplicity": 3, "lumo_energy_ev": [-1.97, -1.99], "symbols": ["Ti", "C", "C", "C", "P", "C", "C", "C", "C", "C", "C", "C", "C", "C", "C", "N", "C", "C", "C", "C", "C", "C", "C", "P", "C", "C", "C", "C", "C", "C", "H", "H", "H", "H", "H", "H", "H", "H", "H", "H", "H", "H", "H", "H", "H", "H", "H", "H", "H", "H", "H", "H", "H", "H", "H", "H", "H", "H", "H", "H", "H", "H", "H", "H", "H", "H", "H", "H", "H", "H", "C", "C", "N", "C", "C", "N", "C", "C", "N", "H", "H", "H", "H", "H", "H", "H", "H", "H", "H", "H", "H", "H", "H", "H", "C", "N", "C", "C", "N", "H", "H", "H", "H", "H", "H"], "coordinates": [[-0.69200, -0.71382, -0.23922], [-1.54553, 3.86551, 0.21364], [-0.97808, 3.18034, 1.46081], [0.52120, 3.42694, 1.54426], [-1.51199, 1.38619, 1.50524], [-3.26788, 1.74186, 2.09136], [-3.56634, 1.74406, 3.58904], [-4.37776, 1.00107, 1.34611], [-0.37356, 0.78885, 2.81539], [-0.43599, 1.24332, 4.14641], [0.62566, 1.20069, 5.02707], [0.50276, 1.64836, 6.45865], [1.84459, 0.76538, 4.50179], [1.94783, 0.30301, 3.21147], [0.83735, 0.21430, 2.34106], [0.94925, -0.30119, 1.04548], [2.04438, -1.15585, 0.75368], [2.60472, -2.06434, 1.65843], [3.56969, -2.98497, 1.27043], [4.02336, -3.05497, -0.03930], [5.05816, -4.05763, -0.48066], [3.47454, -2.14508, -0.94155], [2.51965, -1.20254, -0.57555], [1.65011, -0.04299, -1.68526], [2.19592, -0.31983, -3.42668], [1.69616, -1.67255, -3.94922], [3.65788, -0.07167, -3.80386], [2.32795, 1.58964, -1.16416], [1.75931, 2.70483, -2.04012], [3.83805, 1.73565, -0.95223], [-1.20336, 4.90198, 0.15621], [-1.19188, 3.36034, -0.69083], [-2.63761, 3.88716, 0.18380], [-1.43903, 3.61504, 2.35602], [1.02703, 3.09859, 0.63698], [0.69749, 4.50199, 1.63469], [0.98780, 2.93622, 2.39702], [-3.36513, 2.77689, 1.75478], [-3.42239, 0.75899, 4.04003], [-2.95853, 2.46085, 4.13731], [-4.61051, 2.02693, 3.74548], [-4.46043, -0.04964, 1.62708], [-5.34110, 1.45896, 1.58362], [-4.26205, 1.07669, 0.25895], [-1.35554, 1.68026, 4.50659], [-0.43950, 2.17023, 6.63026], [0.53868, 0.80200, 7.14831], [1.31383, 2.32330, 6.73750], [2.74012, 0.80458, 5.11532], [2.92337, 0.02092, 2.84418], [2.26050, -2.08140, 2.68399], [3.96340, -3.67484, 2.00956], [5.46732, -4.60343, 0.36933], [4.63932, -4.79311, -1.17158], [5.89052, -3.56952, -0.99120], [3.81341, -2.18841, -1.96898], [1.61019, 0.44298, -3.95520], [2.01263, -2.50668, -3.31645], [0.60597, -1.69484, -4.03400], [2.08666, -1.86744, -4.95002], [4.35332, -0.74410, -3.30541], [3.78303, -0.21585, -4.88033], [3.96609, 0.94317, -3.57430], [1.86871, 1.64943, -0.17787], [2.16280, 2.65701, -3.05705], [0.66790, 2.66493, -2.10248], [2.02775, 3.68600, -1.63805], [4.35402, 2.07409, -1.84963], [4.02420, 2.48875, -0.18211], [4.30668, 0.80920, -0.61743], [-3.24009, -2.34412, -1.15018], [-2.21221, -2.38404, -2.28453], [-0.85717, -2.50234, -1.70952], [-0.57167, -3.86046, -1.18299], [0.09778, -3.80309, 0.17907], [-0.56954, -2.78830, 1.01478], [-1.90229, -3.21848, 1.49166], [-2.92537, -2.10671, 1.32570], [-2.79675, -1.48830, -0.01578], [-3.41158, -3.35187, -0.77026], [-4.20123, -1.99579, -1.53044], [-2.24769, -1.46884, -2.87078], [-2.44579, -3.21522, -2.95650], [-0.17534, -2.26520, -2.41797], [0.04935, -4.41479, -1.88854], [-1.51725, -4.40066, -1.11655], [1.14462, -3.51832, 0.08046], [0.06459, -4.79542, 0.64141], [0.02791, -2.55684, 1.79921], [-1.86812, -3.53328, 2.53589], [-2.20757, -4.09696, 0.92106], [-2.72386, -1.32844, 2.06278], [-3.93554, -2.48936, 1.50524], [-3.32737, -0.63002, -0.02217], [-1.66198, 2.16999, -4.66517], [-2.30538, 2.18272, -3.34922], [-3.46149, 3.05637, -3.13890], [-1.90495, 1.35332, -2.41611], [-1.48552, 0.61478, -1.62480], [-1.31822, 3.17418, -4.91206], [-2.36563, 1.83003, -5.42579], [-0.80588, 1.50068, -4.63719], [-3.18012, 4.08921, -3.34304], [-3.78566, 2.97925, -2.10462], [-4.27799, 2.76553, -3.80066]]}

---

{"formula": "C3H35O15Y", "method": "wB97M-V/def2-TZVPD", "orbital_gap_ev": [6.24, 8.03], "charge": 1, "multiplicity": 2, "lumo_energy_ev": [-3.57, -3.92], "symbols": ["Y", "C", "C", "C", "O", "H", "H", "H", "H", "H", "H", "H", "O", "H", "H", "O", "H", "H", "O", "H", "H", "O", "H", "H", "O", "H", "H", "O", "H", "H", "O", "H", "H", "O", "H", "H", "O", "H", "H", "O", "H", "H", "O", "H", "H", "O", "H", "H", "O", "H", "H", "O", "H", "H"], "coordinates": [[-0.68949, -1.18452, -4.12282], [-1.32945, 0.98624, -0.17015], [-0.00162, 0.55745, -0.75128], [0.87427, -0.12395, 0.35377], [-0.23085, -0.13324, -1.94282], [-2.03214, 1.53157, -0.80019], [-1.28665, 1.65406, 0.69026], [-1.88850, 0.08555, 0.08344], [0.45766, 1.50371, -1.03719], [0.46770, -1.07869, 0.68735], [0.99709, 0.51291, 1.22979], [1.88086, -0.41764, 0.05608], [1.37834, 0.70599, 3.93452], [1.27612, 0.65950, 4.88512], [0.59434, 0.28018, 3.58774], [-1.17458, 2.06185, -3.90563], [-2.00378, 2.44504, -4.19169], [-1.33528, 1.78895, -3.00234], [-0.97165, -0.41227, 3.27333], [-0.91376, -1.10682, 2.61723], [-1.91108, -0.28223, 3.40291], [-4.76955, 2.22966, -0.70592], [-4.76931, 1.90613, 0.19493], [-5.58326, 1.89339, -1.08147], [3.15221, -2.49747, -1.30306], [3.75251, -3.23706, -1.39731], [3.70857, -1.72380, -1.39315], [0.73994, -2.70433, -3.11889], [0.70218, -3.65677, -3.03133], [1.23572, -2.41248, -2.35386], [2.31060, -2.92653, 1.43138], [2.32860, -2.07487, 1.86793], [2.63482, -2.75040, 0.54816], [-0.40485, -3.10987, 2.03129], [0.48957, -3.25484, 1.72270], [-0.55406, -3.80654, 2.67052], [-2.65642, 3.25450, 2.26729], [-2.57700, 3.73684, 1.44432], [-2.39885, 2.35940, 2.04666], [-2.85896, -2.58428, 0.84144], [-1.99113, -2.57274, 1.24513], [-3.01626, -3.50605, 0.63691], [-1.82629, -2.56154, -2.39576], [-1.62514, -1.99757, -1.64897], [-2.33794, -3.27965, -2.02325], [2.47030, 2.80554, -3.31273], [1.80017, 3.47647, -3.44310], [2.64855, 2.82389, -2.37246], [2.90904, 2.24721, 2.03213], [3.69175, 1.76737, 1.76129], [2.65142, 1.83911, 2.85876], [2.94574, 3.30955, -0.53974], [2.41471, 4.10322, -0.60555], [2.62507, 2.87090, 0.24829]]}

---

{"formula": "C24H16N5O2Pd", "method": "wB97M-V/def2-TZVPD", "orbital_gap_ev": [7.12, 4.93], "charge": 3, "multiplicity": 5, "lumo_energy_ev": [-10.61, -13.60], "symbols": ["Pd", "O", "C", "N", "C", "O", "C", "C", "C", "C", "C", "N", "C", "C", "C", "C", "C", "N", "H", "H", "H", "H", "H", "H", "H", "H", "C", "C", "N", "C", "C", "C", "C", "C", "C", "C", "C", "C", "N", "C", "H", "H", "H", "H", "H", "H", "H", "H"], "coordinates": [[-0.97760, 0.00004, 0.43416], [-1.42292, -1.39386, 4.33406], [-1.35114, -1.28139, 3.14629], [-1.27815, -0.00001, 2.49244], [-1.35015, 1.28158, 3.14656], [-1.42224, 1.39389, 4.33428], [-1.29593, 2.43854, 2.19032], [-1.39879, 3.71796, 2.69294], [-1.35341, 4.78776, 1.80509], [-1.20918, 4.52599, 0.45394], [-1.11270, 3.20885, 0.03029], [-1.15291, 2.17739, 0.87285], [-1.29629, -2.43848, 2.19003], [-1.39915, -3.71789, 2.69272], [-1.35345, -4.78769, 1.80484], [-1.20889, -4.52596, 0.45379], [-1.11244, -3.20883, 0.03005], [-1.15293, -2.17736, 0.87262], [-1.51931, 3.86239, 3.75830], [-1.43408, 5.80446, 2.16570], [-1.17927, 5.32725, -0.27111], [-1.01429, 2.97190, -1.02187], [-1.52000, -3.86231, 3.75803], [-1.43412, -5.80439, 2.16546], [-1.17869, -5.32724, -0.27123], [-1.01381, -2.97194, -1.02209], [-1.34743, -0.00011, -4.03528], [-1.60967, -0.00005, -2.66921], [-0.64885, -0.00003, -1.72640], [0.62194, -0.00006, -2.12134], [0.98922, -0.00012, -3.48186], [-0.03427, -0.00015, -4.45352], [2.35915, -0.00015, -3.81769], [3.35446, -0.00010, -2.81929], [3.01834, -0.00003, -1.45319], [3.99934, 0.00004, -0.43491], [3.58942, 0.00013, 0.87818], [2.22349, 0.00013, 1.14570], [1.27394, 0.00006, 0.19704], [1.65705, -0.00001, -1.07894], [-2.16564, -0.00013, -4.74207], [-2.63178, -0.00003, -2.30932], [0.21551, -0.00019, -5.50839], [2.65900, -0.00018, -4.85995], [4.39704, -0.00011, -3.11807], [5.05184, 0.00004, -0.69399], [4.29900, 0.00019, 1.69380], [1.87073, 0.00019, 2.17026]]}

---

{"formula": "C7H35NO10", "method": "wB97M-V/def2-TZVPD", "orbital_gap_ev": 8.55, "de_lowest_kcal_mol": 0.00, "lumo_energy_ev": -0.40, "smiles": "C/C=C/CC[C@@H](C)N.O.O.O.O.O.O.O.O.O.O", "symbols": ["C", "C", "C", "C", "C", "C", "C", "N", "H", "H", "H", "H", "H", "H", "H", "H", "H", "H", "H", "H", "H", "H", "H", "O", "H", "H", "O", "H", "H", "O", "H", "H", "O", "H", "H", "O", "H", "H", "O", "H", "H", "O", "H", "H", "O", "H", "H", "O", "H", "H", "O", "H", "H"], "coordinates": [[3.23002, -2.14586, 0.13195], [1.88484, -1.59115, -0.18619], [0.92983, -2.30164, -0.76886], [-0.36660, -1.66915, -1.24671], [-0.99970, -0.67233, -0.26830], [-0.49544, 0.75841, -0.49207], [-1.28034, 1.45242, -1.59714], [-0.53409, 1.56355, 0.80122], [3.59058, -1.90211, 1.13437], [3.23130, -3.22308, -0.03318], [4.03568, -1.75481, -0.49756], [1.58382, -0.63313, 0.21816], [1.03338, -3.32742, -1.06718], [-0.05575, -1.07101, -2.10773], [-1.08071, -2.42656, -1.56423], [-2.06916, -0.67046, -0.41470], [-0.93869, -1.00995, 0.77606], [0.56576, 0.81718, -0.73593], [-0.96309, 2.50091, -1.56763], [-2.36489, 1.50120, -1.54983], [-1.00873, 1.00391, -2.54381], [-0.92316, 0.91409, 1.47846], [-1.24503, 2.27346, 0.65456], [1.62294, 3.16774, 1.53584], [0.96646, 2.53600, 1.18223], [1.28204, 3.43009, 2.39265], [-3.06323, 1.38109, 3.13735], [-2.34717, 1.83227, 3.59446], [-3.16132, 0.55877, 3.64180], [1.76517, -0.77435, -3.79460], [2.11456, -0.50439, -2.92266], [2.06072, -1.68541, -3.88429], [3.08137, 2.85775, -0.80894], [2.88894, 3.07616, 0.12021], [2.64794, 3.55399, -1.30980], [3.47817, 0.27803, -1.91422], [3.25627, 0.58331, -1.03166], [3.50305, 1.01889, -2.52233], [-1.56231, -1.05280, 4.22816], [-1.46350, -2.00841, 4.23350], [-0.66849, -0.69872, 4.33105], [0.73427, 0.80229, 4.43075], [0.92453, 1.59223, 4.94967], [-0.01345, 1.08171, 3.89199], [-3.66808, 0.42947, 0.72037], [-4.52201, 0.68559, 0.37017], [-3.37734, 0.96299, 1.48503], [-3.51404, -2.48506, -0.44590], [-4.23480, -1.85637, -0.42290], [-2.81460, -2.20842, 0.14747], [-0.54060, -1.81470, -4.96496], [-0.97241, -2.16660, -4.18469], [-0.16295, -0.95963, -4.73949]]}

---

{"formula": "C5H7N", "method": "wB97M-V/def2-TZVPD", "orbital_gap_ev": 9.16, "de_lowest_kcal_mol": 101.37, "lumo_energy_ev": 1.11, "smiles": "C#C[C@]1(C)CN1", "symbols": ["C", "C", "C", "C", "C", "N", "H", "H", "H", "H", "H", "H", "H"], "coordinates": [[-1.74342, 0.35964, 1.80726], [-0.93722, 0.18486, 0.93554], [-0.04946, -0.06015, -0.15359], [-0.21525, -1.32019, -0.91407], [1.48351, 0.85754, 0.16670], [0.60281, 0.95271, -0.86839], [-2.41950, 0.52177, 2.62487], [-1.17852, -1.78831, -0.83385], [0.45639, -2.12294, -0.67838], [-0.08016, -1.21740, -1.97801], [1.62880, 1.66806, 0.86482], [2.27304, 0.14905, 0.11811], [0.17897, 1.81534, -1.09101]]}